No. 1
{"formula": "C15H11ClF6N2O7PtS2", "method": "wB97M-V/def2-TZVPD", "species": ["Pt", "F", "C", "F", "F", "S", "O", "O", "N", "S", "O", "O", "C", "F", "F", "F", "O", "C", "C", "C", "C", "C", "C", "N", "H", "H", "H", "H", "H", "H", "H", "Cl", "C", "C", "C", "C", "C", "C", "C", "O", "O", "H", "H", "H", "H"], "positions_angstrom": [[-0.182, -0.286, -0.088], [3.002, -3.489, 0.558], [2.894, -2.328, -0.064], [1.933, -2.403, -0.984], [4.041, -2.053, -0.678], [2.538, -0.983, 1.161], [2.193, 0.197, 0.352], [3.692, -0.876, 1.982], [1.207, -1.593, 1.750], [0.592, -1.057, 3.128], [-0.628, -0.343, 2.868], [1.532, -0.494, 4.034], [0.048, -2.677, 3.831], [-0.645, -2.445, 4.944], [1.102, -3.421, 4.126], [-0.723, -3.323, 2.972], [-2.328, 0.184, 0.850], [-2.679, 1.498, 0.494], [-1.501, 2.384, 0.164], [-1.637, 3.765, 0.178], [-0.567, 4.561, -0.183], [0.627, 3.953, -0.542], [0.703, 2.578, -0.522], [-0.344, 1.806, -0.181], [-1.947, 0.137, 1.746], [-3.281, 1.983, 1.267], [-3.300, 1.416, -0.402], [-2.583, 4.194, 0.480], [-0.661, 5.639, -0.174], [1.497, 4.527, -0.824], [1.614, 2.051, -0.762], [-2.310, -0.871, -6.952], [-1.936, -1.409, -5.346], [-1.445, -0.500, -4.423], [-1.154, -0.937, -3.142], [-1.342, -2.268, -2.778], [-1.827, -3.162, -3.733], [-2.128, -2.741, -5.014], [-1.072, -2.859, -1.419], [-1.076, -4.055, -1.259], [-0.924, -2.061, -0.368], [-1.287, 0.530, -4.709], [-0.747, -0.231, -2.425], [-1.961, -4.196, -3.450], [-2.507, -3.430, -5.755]], "nbo_charge": [1.19, -0.29, 0.74, -0.31, -0.30, 2.24, -0.99, -0.87, -1.25, 2.26, -1.00, -0.89, 0.73, -0.31, -0.30, -0.29, -0.71, -0.11, 0.21, -0.24, -0.12, -0.25, 0.09, -0.53, 0.53, 0.20, 0.22, 0.23, 0.23, 0.24, 0.24, 0.01, -0.01, -0.27, -0.11, -0.20, -0.13, -0.24, 0.77, -0.57, -0.72, 0.23, 0.18, 0.25, 0.23], "homo_energy_ev": [-9.43, -9.43], "s_squared": 2.00, "spin_multiplicity": 3, "orbital_gap_ev": [8.63, 7.12]}

No. 2
{"formula": "C6H16N4O3S", "method": "wB97M-V/def2-TZVPD", "species": ["C", "N", "C", "N", "C", "C", "O", "N", "C", "C", "S", "N", "O", "O", "H", "H", "H", "H", "H", "H", "H", "H", "H", "H", "H", "H", "H", "H", "H", "H"], "positions_angstrom": [[1.686, 0.408, -2.068], [0.552, 0.991, -1.305], [0.209, 0.341, -0.161], [-1.083, 0.525, 0.547], [-2.158, 0.971, -0.240], [-3.485, 0.585, 0.378], [-2.090, 1.606, -1.250], [1.352, 0.297, 0.801], [0.968, -0.384, 2.075], [1.805, 1.693, 1.087], [-0.274, -1.620, -0.572], [1.021, -2.882, -0.539], [-0.835, -1.420, -1.890], [-1.138, -2.213, 0.404], [2.061, -0.485, -1.651], [1.445, 0.263, -3.043], [2.514, 1.226, -1.994], [-0.247, 1.178, -1.783], [-1.214, -0.365, 0.999], [-3.382, -0.468, 0.671], [-4.194, 0.744, -0.522], [-3.774, 1.220, 1.162], [0.556, -1.256, 1.719], [1.864, -0.510, 2.572], [0.341, 0.044, 2.786], [1.732, 1.917, 2.226], [2.883, 1.857, 0.745], [1.206, 2.383, 0.582], [0.532, -3.685, -0.123], [1.145, -2.958, -1.614]], "nbo_charge": [-0.40, -0.63, 0.46, -0.71, 0.72, -0.72, -0.59, -0.47, -0.42, -0.42, 2.01, -1.03, -0.96, -1.00, 0.21, 0.21, 0.20, 0.42, 0.43, 0.23, 0.24, 0.24, 0.20, 0.21, 0.18, 0.19, 0.20, 0.21, 0.40, 0.38], "homo_energy_ev": -9.23, "orbital_gap_ev": 9.79}